A single C7H10NPS molecule at a distorted geometry. Source: the Open Molecules 2025 dataset; level of theory: ωB97M-V with the def2-TZVPD basis set.

The geometry in XYZ format:
```
20
Properties=species:S:1:pos:R:3:forces:R:3:mulliken_charge:R:1
C -0.376392 -1.220623 2.678463 -1.32 1.27 2.46 -0.428
C -0.710234 -0.441377 1.545993 0.22 0.54 -2.44 -0.116
C 0.353510 -2.277728 2.437449 0.53 0.30 -2.48 -0.599
C -0.083859 -0.849238 0.399639 -0.30 0.04 -0.01 -0.310
C -0.335985 -0.291913 -0.985317 0.15 -2.29 1.66 0.462
C 1.041961 1.717189 -0.520123 0.44 -0.62 -1.55 -0.968
C -0.438675 1.631973 -2.401523 -0.59 -1.42 1.07 -1.223
N 0.127394 0.876964 -1.283031 -0.31 2.45 -0.15 0.060
P 0.979057 -2.340963 0.741226 -0.33 1.32 0.24 -0.081
S -1.101440 -1.235088 -2.082805 -0.75 -0.90 -0.46 -0.378
H -0.708283 -0.914551 3.700863 0.17 -0.45 -0.95 0.332
H -1.485632 0.321028 1.543265 0.32 0.14 0.11 0.403
H 0.668372 -2.917802 3.138342 1.15 -2.30 2.60 0.535
H 1.757704 1.992130 -1.304635 0.30 0.40 0.59 0.379
H 0.560072 2.589273 -0.155860 -0.54 0.87 0.36 0.326
H 1.545973 1.228379 0.277051 0.24 -0.68 0.53 0.355
H -1.347556 1.231980 -2.778019 -0.73 -0.89 0.08 0.457
H -0.714283 2.552576 -2.000086 0.09 2.05 0.27 0.368
H 0.189459 1.630157 -3.221927 1.63 0.54 -1.57 0.369
H 0.078836 -3.282368 0.271035 -0.39 -0.38 -0.37 0.058
```
Positions in Å, forces in eV/Å.

For the energy above the lowest of the compared OMol25 structures with the same formula, charge and spin, the calculation gives 4.27 kcal per mole. The total energy is -29033.1264 eV. The orbital gap is 8.235 eV. The molar mass is 171.205 g mol⁻¹. As for the total charge: 0.

A single C7H10O molecule at a distorted geometry. Source: the Open Molecules 2025 dataset; level of theory: ωB97M-V with the def2-TZVPD basis set.

The geometry in XYZ format:
```
18
Properties=species:S:1:pos:R:3:forces:R:3:mulliken_charge:R:1
C -2.007307 -1.731291 -0.352337 1.63 -0.17 -2.22 -0.818
C -1.139117 0.463355 0.895770 -1.31 -2.15 1.94 -1.075
C 1.119871 -0.672428 0.810864 -2.84 0.48 -0.57 -0.641
C 3.022321 0.438888 0.225562 -0.45 -0.99 0.41 -0.360
C -1.206164 -0.714902 -0.095392 -2.00 1.07 1.15 -0.024
C -0.012519 0.063549 -0.034589 0.98 0.78 -0.09 1.520
C 0.456210 1.090339 -1.110413 0.28 -2.47 1.07 -1.469
O 2.308081 -0.662200 0.067630 1.09 -0.01 0.71 -0.273
H -1.746227 -2.356013 -1.262889 -0.55 0.29 1.49 0.210
H -2.905061 -1.862316 0.204762 -0.61 -0.17 0.04 0.285
H -1.796415 1.331593 0.834573 0.42 -0.10 -0.80 0.294
H -1.214245 0.086131 1.994101 0.87 0.66 -1.82 0.215
H 1.148044 -0.071878 1.702963 0.90 0.15 0.37 0.399
H 0.703071 -1.678298 1.092593 1.12 0.67 -0.67 0.443
H 3.877462 0.197604 -0.397755 0.65 0.13 -0.63 0.182
H 0.526086 0.664470 -2.080819 0.30 -1.04 -0.83 0.378
H 1.461446 1.250716 -0.762484 0.21 1.50 -0.30 0.306
H -0.182449 1.900450 -1.310375 -0.68 1.40 0.76 0.429
```
Positions in Å, forces in eV/Å.

For the energy above the lowest of the compared OMol25 structures with the same formula, charge and spin, the calculation gives 145.33 kcal per mole. The total energy is -9462.2586 eV. The orbital gap is 9.395 eV. The molar mass is 110.156 g mol⁻¹. As for the total charge: 0.

A single C7H10O molecule at a distorted geometry. Source: the Open Molecules 2025 dataset; level of theory: ωB97M-V with the def2-TZVPD basis set.

The geometry in XYZ format:
```
18
Properties=species:S:1:pos:R:3:forces:R:3:mulliken_charge:R:1
C 3.113395 1.149406 -0.003741 -3.05 -2.83 0.13 -0.014
C 0.970633 -0.890691 0.008967 2.63 2.11 0.05 0.292
C 2.208300 0.306145 0.006900 0.43 0.14 -0.04 -0.621
C -0.568743 0.591890 1.269415 0.17 -0.10 -0.02 -1.551
C -1.439548 -1.373609 -0.040294 0.22 0.06 0.05 -1.724
C -0.503728 0.629676 -1.238906 0.17 -0.06 -0.03 -1.566
C -0.390562 -0.259866 0.004749 -0.66 -0.02 -0.05 1.748
O 1.281514 -2.033483 0.007976 -0.13 0.23 0.00 -0.481
H 3.883367 1.861195 0.035848 0.48 0.42 -0.04 0.430
H -1.441493 1.233352 1.156660 -0.04 -0.01 -0.03 0.379
H -0.720459 -0.039144 2.143120 0.04 -0.04 0.08 0.385
H 0.302694 1.219959 1.441605 0.01 0.11 0.01 0.364
H -2.437745 -0.942086 -0.047401 -0.08 0.04 0.00 0.435
H -1.339468 -2.022057 0.828567 -0.06 -0.05 0.02 0.391
H -1.307843 -1.982396 -0.932231 -0.06 -0.06 -0.05 0.391
H -0.555555 0.023237 -2.140911 0.05 -0.04 -0.10 0.382
H 0.352331 1.297003 -1.317853 -0.02 0.09 -0.02 0.368
H -1.407098 1.231475 -1.182463 -0.11 0.01 0.05 0.391
```
Positions in Å, forces in eV/Å.

For the energy above the lowest of the compared OMol25 structures with the same formula, charge and spin, the calculation gives 56.26 kcal per mole. The total energy is -9466.1208 eV. The orbital gap is 11.083 eV. The molar mass is 110.156 g mol⁻¹. As for the total charge: 0.

A molecular structure, C7H10O at a distorted geometry. Source: the Open Molecules 2025 dataset; level of theory: ωB97M-V with the def2-TZVPD basis set.

The geometry in XYZ format:
```
18
Properties=species:S:1:pos:R:3:forces:R:3:mulliken_charge:R:1
C -0.440800 1.124275 0.986751 -1.03 0.58 1.39 -1.666
C -0.365150 0.390655 -0.304879 0.51 -2.19 0.86 0.869
C -1.885038 -0.039149 -0.539389 -0.16 0.42 -1.96 -0.533
C -0.283719 -1.150240 -0.117691 -0.01 1.02 -1.39 0.221
C 1.046323 -1.361231 0.474094 0.83 -2.40 1.44 -0.744
C 1.872140 -0.463912 -0.040076 -0.83 0.71 0.87 -0.274
C 1.107376 0.649020 -0.787883 -0.58 -0.13 -0.47 -0.911
H -0.540347 2.188577 0.702800 -0.03 -0.28 0.52 0.323
H 0.424720 0.975015 1.604320 0.67 0.22 0.19 0.410
H -1.289864 0.806782 1.634318 0.39 0.39 -0.57 0.443
H -2.051316 -0.333035 -1.623391 -0.25 0.38 1.14 0.295
H -2.693883 0.623905 -0.110307 0.94 -0.77 -0.62 0.339
H -0.210740 -1.616926 -1.126635 -0.17 0.13 0.15 0.341
H 1.442923 -2.245798 1.054892 -0.78 1.10 -0.61 0.321
H 2.886904 -0.504539 0.321597 0.42 0.49 -0.74 0.360
H 1.438219 1.637804 -0.520586 0.23 0.41 0.08 0.340
H 1.202922 0.552060 -1.848133 0.26 -0.16 -0.90 0.355
O -1.660667 -1.233258 0.240203 -0.43 0.09 0.62 -0.490
```
Positions in Å, forces in eV/Å.

For the energy above the lowest of the compared OMol25 structures with the same formula, charge and spin, the calculation gives 86.08 kcal per mole. The total energy is -9464.8276 eV. The orbital gap is 10.261 eV. The molar mass is 110.156 g mol⁻¹. As for the total charge: 0.

A single C7H10O molecule at a distorted geometry. Source: the Open Molecules 2025 dataset; level of theory: ωB97M-V with the def2-TZVPD basis set.

The geometry in XYZ format:
```
18
Properties=species:S:1:pos:R:3:forces:R:3:mulliken_charge:R:1
C -1.126865 -0.366827 -0.451373 -2.58 -1.24 0.13 0.021
C -0.823583 0.829306 0.288101 1.47 1.78 0.88 -0.415
C 0.312579 1.742715 -0.112659 -0.41 0.46 -1.13 -0.843
C 1.609526 0.999382 -0.130504 0.13 -3.33 1.45 -0.625
C 1.227567 -0.499472 0.150833 0.26 -0.81 0.07 0.452
C 1.804854 -1.707986 -0.126722 -3.26 1.86 1.23 -1.025
C -0.150047 -0.482484 0.683764 -0.99 -0.74 1.31 -0.580
H -2.922819 0.104540 -0.298337 -1.80 2.28 -0.49 0.309
H -0.927245 -0.580353 -1.504303 0.56 0.07 0.38 0.338
H -1.671440 1.323459 0.823282 0.91 -0.74 -0.28 0.532
H 0.308596 2.531224 0.572760 0.29 1.26 1.31 0.415
H 0.176339 2.256153 -1.062441 -0.29 -0.15 -0.35 0.288
H 2.357258 1.215182 0.631066 -0.02 0.66 -0.18 0.321
H 2.028215 0.844654 -1.066172 1.25 0.89 -1.93 0.357
H 2.709516 -1.681782 -0.659318 1.18 -0.84 -0.41 0.356
H 1.094932 -2.583645 0.125551 1.94 1.10 -0.69 0.249
H -0.265421 -1.008762 1.671714 -0.64 0.40 -1.39 0.387
O -2.501514 -0.688560 -0.130305 2.00 -2.93 0.07 -0.537
```
Positions in Å, forces in eV/Å.

For the energy above the lowest of the compared OMol25 structures with the same formula, charge and spin, the calculation gives 67.91 kcal per mole. The total energy is -9465.6154 eV. The orbital gap is 10.046 eV. The molar mass is 110.156 g mol⁻¹. As for the total charge: 0.

The highest orbital gap belongs to which entry? number 3